Entry 1:
Below is an isolated molecule of C5H9N at a distorted geometry, with properties calculated with ωB97M-V/def2-TZVPD.

Geometry as XYZ:
```
15
Properties=species:S:1:pos:R:3:forces:R:3
N -1.67125 -0.60547 -0.10334 -0.478 0.012 -0.256
C -0.68126 0.15823 -0.34219 -0.897 0.382 -0.242
C -0.68575 1.33026 -1.28577 -0.081 -0.089 0.019
C 0.23985 -1.45577 1.35630 1.536 1.823 -0.457
C 1.72027 0.36925 0.19803 -0.079 -0.140 0.309
C 0.52147 -0.15743 0.42090 -0.500 -2.521 1.355
H -1.66945 1.45742 -1.73647 0.059 -0.028 -0.033
H -0.42812 2.24297 -0.74989 0.047 0.054 0.007
H 1.89995 1.12707 -0.55020 -0.132 0.136 -0.017
H 0.25222 -2.31693 0.69436 -0.035 -0.102 0.102
H 0.05707 1.18322 -2.06929 -0.007 0.049 -0.078
H -0.66540 -1.47269 1.95587 -0.185 0.433 -0.490
H 2.58349 0.03812 0.75577 0.077 -0.057 0.066
H -2.52160 -0.38963 -0.62265 0.246 0.290 -0.204
H 1.04850 -1.50861 2.07857 0.429 -0.240 -0.081
```
Positions in Å, forces in eV/Å.

The LUMO energy comes out at 0.90 eV. For the energy above the lowest of the compared OMol25 structures with the same formula, charge and spin, the calculation gives 24.6 kcal per mole. As for the SMILES: [H]/N=C(\C)C(=C)C. As for the total energy: -6819.9281 eV. Its molecular weight is 83.13 g/mol. The value obtained for the HOMO energy is -9.621 eV. Its HOMO-LUMO gap is 10.52 eV.


Entry 2:
Below is a cluster of 21 separate species, C46H69BFN22O7 in total at a distorted geometry, with properties calculated with ωB97M-V/def2-TZVPD.

Geometry as XYZ:
```
146
Properties=species:S:1:pos:R:3:forces:R:3
F -4.24862 -1.38522 1.05617 1.133 1.334 1.302
O -0.79685 -1.39516 -0.61875 2.713 7.083 0.765
O -1.52895 0.76016 1.62186 -1.309 -3.353 0.861
O 1.48440 2.66929 0.53159 -5.465 -3.280 0.418
O 2.01598 1.46894 5.08368 0.307 0.577 -1.361
O -1.56335 -1.41796 2.65505 -1.309 3.867 -2.191
O -0.82501 2.78182 0.04017 2.953 -2.627 1.647
O 0.90340 1.57309 3.28833 -0.507 -1.558 -0.213
N 1.26629 -1.48273 -3.28581 3.526 0.846 -3.221
N 1.36250 6.28964 -6.90863 0.852 -3.750 -2.830
N 5.10285 0.49095 -6.67282 3.649 1.193 2.510
N -7.94033 -2.65149 -2.11666 0.070 4.468 1.316
N 2.74733 6.46550 -2.71640 3.029 2.514 2.630
N 10.20249 2.06918 -5.95006 -0.138 4.455 1.506
N -3.07792 0.59100 -2.14517 -2.012 -3.563 -2.352
N -10.73004 -6.33267 0.21371 -3.850 -1.016 -2.412
N 8.89488 1.54906 2.16755 -4.817 1.775 -2.826
N 2.13061 1.53624 3.88901 -0.147 -0.365 1.771
N -7.21385 -1.65604 2.27997 0.363 -3.764 -2.581
N 5.63927 1.68458 -2.41495 -3.396 3.056 -0.679
N -10.67613 -0.81647 0.33445 -2.154 -3.321 -2.393
N 3.93770 -1.65945 2.76656 -2.492 -2.318 3.019
N -14.24386 -4.78552 0.84785 0.037 4.137 2.259
N 1.23462 -1.78494 7.63817 -0.222 4.298 1.536
N 3.89399 -6.19094 6.23996 -3.279 1.086 4.330
N 1.43427 -0.23965 -0.80857 -0.934 -0.155 1.348
N 8.10652 5.30258 6.45753 1.019 -3.685 -2.652
N 6.18148 4.58866 -5.43705 -3.380 3.043 -0.791
N -1.81109 -3.07542 -0.63367 -5.771 -8.157 -0.050
N 9.76713 -2.17658 4.19789 -3.846 1.373 -2.210
C 1.09235 0.76563 8.48249 0.035 -0.880 -0.306
C -3.57299 -0.30894 -2.74693 1.401 2.464 1.706
C 1.91995 4.14774 -8.44170 -0.184 0.770 0.577
C 3.18637 -5.95820 7.17920 2.485 -0.839 -3.278
C -3.75108 -0.45497 2.04612 -0.451 1.218 1.701
C 0.18905 2.13529 0.52499 1.641 4.713 -1.741
C -11.71414 -6.60474 -0.39694 2.718 0.768 1.729
C 1.60848 5.34305 -7.58617 -0.910 2.662 1.849
C 10.14115 3.19089 -5.55951 0.193 -3.121 -1.096
C 3.65802 3.44617 -2.88061 0.651 -0.781 0.211
C -0.16472 0.64274 1.14011 2.608 1.347 1.008
C 7.54402 -1.37612 2.90698 0.708 -0.395 0.578
C 2.41458 -3.00202 4.53208 0.481 0.507 -0.635
C -7.87939 -0.08252 -1.31026 0.057 -0.832 -0.259
C 6.65790 2.34952 0.87325 0.796 -0.333 0.438
C 8.68531 3.16374 4.92730 -0.220 0.870 0.602
C 8.36201 4.35753 5.78138 -0.729 2.657 1.957
C 4.76368 2.46452 -2.62083 2.279 -2.162 0.586
C -7.06711 -2.63619 1.62410 -0.449 2.692 1.757
C -2.11382 -0.41598 2.11782 0.506 -1.951 0.673
C -7.91275 -1.51521 -1.76064 -0.113 -3.104 -0.957
C -11.20984 -1.68153 -0.28347 1.525 2.366 1.676
C -11.88401 -2.77444 -1.06166 0.440 0.648 0.478
C -3.60575 -5.08828 -0.47443 0.677 0.763 -0.014
C 8.78471 -1.82265 3.62737 2.798 -0.938 1.569
C -14.19154 -2.43131 2.15124 -0.028 -0.842 -0.464
C 0.94514 0.45556 2.33074 0.757 -0.487 -2.423
C 3.50012 7.06753 -2.01945 -2.168 -1.636 -1.947
C -4.33659 -0.85730 3.52286 -0.218 0.166 0.057
C 4.44932 7.82854 -1.13829 -0.642 -0.503 -0.531
C 7.89909 1.90340 1.59122 3.757 -1.230 2.075
C -4.19812 -1.44549 -3.50489 0.408 0.742 0.488
C 1.17090 -0.65821 8.01193 0.190 -3.110 -1.089
C 2.30145 -5.67328 8.35943 0.574 -0.134 -0.745
C 4.19617 6.35074 -5.90559 0.906 -0.727 0.253
C 10.06152 4.60660 -5.06451 0.048 -0.876 -0.340
C 3.26460 -2.25504 3.54521 1.857 1.633 -2.144
C 7.14617 1.08409 -5.02847 -0.568 -0.130 -0.755
C -2.60759 -3.96829 -0.56263 2.191 2.519 -0.155
C 6.01155 0.76025 -5.95440 -2.411 -0.699 -1.925
C -6.88389 -3.87373 0.79598 -0.071 0.746 0.556
C -12.95621 -6.94754 -1.16910 0.805 0.223 0.341
C 5.30365 5.36647 -5.64248 2.498 -2.107 0.599
C -14.22236 -3.74605 1.42481 -0.070 -2.896 -1.573
C 3.39582 -0.78268 -4.77552 -1.023 -0.302 0.691
C 2.20207 -1.17789 -3.95471 -2.516 -0.922 1.871
B 0.09445 -0.38450 -0.09583 0.432 -0.730 -1.657
H 9.27116 5.14100 -5.59502 0.021 -0.176 0.050
H 3.04156 -3.42175 5.32085 -0.002 0.084 -0.134
H 4.46635 7.32988 -5.50577 0.023 -0.157 0.013
H 2.78522 3.61749 -8.03858 -0.088 0.072 0.019
H -13.52143 -1.73873 1.63777 -0.013 -0.128 0.029
H 3.93570 0.02534 -4.27926 -0.134 -0.119 0.007
H -3.64444 -1.62496 -4.42823 0.003 0.066 0.139
H -12.90102 -2.47316 -1.32053 0.111 0.040 0.067
H -6.91448 0.36440 -1.55896 -0.036 -0.152 0.003
H 7.83430 2.48081 4.90579 0.079 0.126 0.015
H 7.41427 -0.30007 3.02622 0.102 -0.201 0.039
H 3.27601 6.01325 -5.42692 0.197 0.058 0.018
H 8.02762 1.37772 -5.60219 -0.232 -0.145 -0.042
H 2.73729 3.10526 -2.40011 0.126 -0.013 0.169
H 1.99009 0.52047 1.82392 -1.917 -0.047 0.553
H -13.83585 -2.57991 3.17237 -0.006 -0.059 -0.152
H -8.67108 0.48047 -1.80791 0.042 -0.165 0.035
H -4.18122 0.60291 1.84765 0.888 -1.935 -0.365
H 6.73827 2.12018 -0.19158 0.012 -0.057 0.133
H -4.01870 -5.13834 0.53387 0.106 0.029 -0.078
H 8.90931 3.48482 3.90912 -0.035 -0.038 0.172
H 9.84122 4.61411 -3.99559 -0.003 -0.090 -0.134
H 1.88721 -3.81485 4.02927 0.104 0.126 -0.037
H 2.73895 -6.10127 9.26330 0.022 0.010 -0.157
H -3.12011 -6.03766 -0.70776 -0.010 0.131 0.013
H 6.67223 -1.89047 3.31598 0.109 0.029 -0.059
H 7.62824 -1.60722 1.84361 0.045 0.013 0.140
H 2.05036 1.26299 8.32101 -0.101 -0.129 -0.078
H -12.70606 -7.12061 -2.21760 0.102 -0.017 0.140
H 0.31707 1.29718 7.92761 0.121 -0.138 -0.034
H 1.06385 3.47089 -8.45922 0.075 0.123 0.073
H 2.19405 -4.59463 8.49107 0.020 -0.081 -0.120
H -6.71832 -3.60005 -0.24704 -0.063 0.033 0.173
H -15.19415 -2.00079 2.18202 0.085 -0.127 -0.050
H 1.30029 -0.04116 -1.81338 0.113 -0.706 1.143
H 2.01163 -1.07800 -0.64756 -0.332 0.614 -0.597
H 1.31526 -6.11243 8.19837 0.137 0.044 -0.060
H 4.54617 8.85514 -1.49633 -0.065 -0.135 -0.016
H -11.92426 -3.68628 -0.46230 0.080 0.124 -0.012
H -4.41802 -4.91964 -1.18441 0.090 0.010 0.060
H -11.32766 -2.97549 -1.97923 0.053 0.087 0.146
H 4.07412 7.84229 -0.11341 -0.026 -0.068 -0.145
H -13.41233 -7.85000 -0.75819 0.101 0.124 0.026
H 11.01275 5.11389 -5.23621 -0.065 -0.147 -0.006
H 1.68326 -2.32552 4.97849 0.118 -0.018 -0.074
H -13.67138 -6.12627 -1.10400 0.158 -0.101 0.136
H 6.52509 3.42607 0.99634 0.063 -0.121 0.070
H -5.23367 -1.20296 -3.75142 0.107 0.010 0.062
H 0.89545 -0.57881 2.82289 -0.363 1.738 -0.190
H 7.39094 0.21010 -4.42222 -0.138 0.075 -0.065
H 6.86005 1.90494 -4.37025 -0.037 -0.167 -0.162
H 3.48668 3.53711 -3.95500 0.145 -0.059 0.079
H 5.43140 7.35212 -1.15197 -0.142 -0.008 -0.037
H 4.06418 -1.63732 -4.89365 -0.109 0.085 0.025
H 9.55199 2.63962 5.33388 -0.101 0.089 -0.031
H -4.17951 -2.35156 -2.89633 0.063 0.154 0.006
H -5.05603 -1.76341 3.44908 1.450 1.584 0.072
H 2.14162 4.46857 -9.46122 -0.037 0.038 0.142
H 4.02674 6.43954 -6.97940 0.103 -0.053 0.161
H 3.92718 4.42358 -2.47998 -0.011 -0.253 -0.037
H 0.85145 0.79218 9.54681 0.024 -0.112 -0.114
H -4.95707 0.02584 3.95511 0.984 -1.481 -0.959
H 3.07504 -0.44352 -5.76083 0.031 -0.066 0.190
H -1.66761 -1.00579 -0.86353 0.719 -0.457 0.636
H -6.02414 -4.43892 1.15709 -0.091 0.150 0.099
H 5.78688 1.83416 1.28347 0.076 0.019 -0.030
H -7.77550 -4.50059 0.86246 0.039 0.127 0.002
H -3.50252 -1.05138 4.28879 -1.163 0.063 -1.419
H -8.02927 -0.02921 -0.23020 -0.006 -0.148 -0.109
```
Positions in Å, forces in eV/Å.

The LUMO energy comes out at 1.44 eV. As for the total energy: -99317.3480 eV. The charge is -1. Its molecular weight is 1072.01 g/mol. The value obtained for the HOMO energy is -4.296 eV. Its HOMO-LUMO gap is 5.74 eV.